Entry 1:
The following is a quantum chemistry calculation of a molecular structure, H2IOZn at a distorted geometry, from the Open Molecules 2025 dataset.

Computed properties:
LUMO level, eV: -9.0095
Highest occupied orbital energy, Eh: -0.5310
Energy above the lowest of the compared OMol25 structures with the same formula, charge and spin, kJ/mol: 52.2

ORCA input file:
```
! wB97M-V def2-TZVPD RIJCOSX def2/J DEFGRID3
* xyz 1 1
Zn 1.796 3.781 -5.791
I 0.625 5.525 -3.956
O -0.743 8.830 -3.191
H -0.692 7.879 -3.071
H -1.101 8.951 -4.075
*
```

Just the Mulliken charges please, in e? Sure, here they are: number 1, Zn, carries 0.77; number 2, I, carries 0.27; number 3, O, carries -0.56; number 4, H, carries 0.18; number 5, H, carries 0.34

=====

Entry 2:
The following is a quantum chemistry calculation of a molecular structure, C34H21AsBrClINO3Os, from the Open Molecules 2025 dataset.

Computed properties:
⟨S²⟩: 6.05
LUMO level (spin up / spin down), eV: -6.8937 / -8.9852
Highest occupied orbital energy (spin up / spin down), Eh: -0.4991 / -0.4987
Energy above the lowest of the compared OMol25 structures with the same formula, charge and spin, kJ/mol: 7.1

ORCA input file:
```
! wB97M-V def2-TZVPD RIJCOSX def2/J DEFGRID3
* xyz 2 5
Os 0.667 -0.080 -0.192
Cl -3.508 -4.563 2.736
C -2.528 -3.222 2.430
C -2.158 -2.400 3.486
C -1.356 -1.285 3.289
I -0.834 -0.049 4.835
C -0.878 -0.992 1.976
O -0.143 0.014 1.703
C -1.277 -1.862 0.886
N -0.806 -1.502 -0.338
C -1.138 -2.221 -1.409
C -1.968 -3.335 -1.295
C -2.444 -3.711 -0.060
C -2.097 -2.958 1.076
H -2.509 -2.636 4.481
H -0.734 -1.894 -2.359
H -2.220 -3.895 -2.185
H -3.082 -4.579 0.045
C -3.924 5.667 -1.684
C -2.547 5.761 -1.828
C -1.739 4.655 -1.591
C -2.340 3.465 -1.214
C -3.714 3.358 -1.045
C -4.508 4.468 -1.292
As -1.296 1.844 -0.995
C -1.386 1.011 -2.742
C -2.459 0.316 -3.280
C -2.337 -0.240 -4.548
C -1.144 -0.111 -5.254
C -0.073 0.586 -4.712
C -0.191 1.162 -3.452
C 0.845 1.961 -2.764
C 2.072 2.344 -3.286
C 2.924 3.140 -2.530
C 2.572 3.571 -1.251
C 1.362 3.186 -0.710
C 0.506 2.373 -1.462
H -4.545 6.533 -1.872
H -2.093 6.696 -2.128
H -0.667 4.735 -1.709
H -4.169 2.430 -0.722
H -5.581 4.399 -1.172
H -3.391 0.220 -2.733
H -3.175 -0.762 -4.991
H -1.055 -0.546 -6.241
H 0.843 0.689 -5.281
H 2.362 2.045 -4.286
H 3.877 3.442 -2.948
H 3.245 4.203 -0.686
H 1.079 3.511 0.284
Br 7.999 1.278 -0.633
C 6.573 0.473 -1.557
C 6.801 -0.137 -2.783
C 5.750 -0.730 -3.475
C 4.473 -0.715 -2.945
C 4.263 -0.100 -1.712
C 5.309 0.499 -1.008
C 2.933 -0.062 -1.146
O 2.644 0.531 -0.043
O 1.905 -0.637 -1.704
H 7.801 -0.147 -3.195
H 5.936 -1.203 -4.430
H 3.645 -1.173 -3.471
H 5.126 0.975 -0.054
*
```

Just the Mulliken charges please, in e? Sure, here they are: number 1, Os, carries 2.17; number 2, Cl, carries -0.13; number 3, C, carries 0.65; number 4, C, carries -0.51; number 5, C, carries -0.39; number 6, I, carries 0.27; number 7, C, carries 0.67; number 8, O, carries -0.69; number 9, C, carries 0.62; number 10, N, carries -0.43; number 11, C, carries -0.08; number 12, C, carries -1.18; number 13, C, carries -0.63; number 14, C, carries -0.06; number 15, H, carries 0.45; number 16, H, carries 0.67; number 17, H, carries 0.49; number 18, H, carries 0.48; number 19, C, carries -0.54; number 20, C, carries -0.80; number 21, C, carries -0.14; number 22, C, carries 0.77; number 23, C, carries -0.52; number 24, C, carries -0.72; number 25, As, carries 0.18; number 26, C, carries 0.58; number 27, C, carries -0.81; number 28, C, carries -0.74; number 29, C, carries -0.88; number 30, C, carries -0.68; number 31, C, carries 0.54; number 32, C, carries 1.41; number 33, C, carries -0.33; number 34, C, carries -0.93; number 35, C, carries -0.73; number 36, C, carries -0.82; number 37, C, carries -0.42; number 38, H, carries 0.40; number 39, H, carries 0.41; number 40, H, carries 0.37; number 41, H, carries 0.38; number 42, H, carries 0.41; number 43, H, carries 0.48; number 44, H, carries 0.48; number 45, H, carries 0.45; number 46, H, carries 0.46; number 47, H, carries 0.47; number 48, H, carries 0.47; number 49, H, carries 0.51; number 50, H, carries 0.51; number 51, Br, carries -0.12; number 52, C, carries -0.26; number 53, C, carries -0.28; number 54, C, carries -0.84; number 55, C, carries -0.35; number 56, C, carries 0.33; number 57, C, carries -0.28; number 58, C, carries 0.72; number 59, O, carries -0.74; number 60, O, carries -0.78; number 61, H, carries 0.45; number 62, H, carries 0.43; number 63, H, carries 0.50; number 64, H, carries 0.63

=====

Entry 3:
The following is a quantum chemistry calculation of a single C6H10N2O molecule at a distorted geometry, from the Open Molecules 2025 dataset.

Computed properties:
Structure (SMILES): NC(=O)C1=CC[C@@H](N)C1
LUMO level, eV: 0.8001
Highest occupied orbital energy, Eh: -0.3443
Energy above the lowest of the compared OMol25 structures with the same formula, charge and spin, kJ/mol: 474.0

ORCA input file:
```
! wB97M-V def2-TZVPD RIJCOSX def2/J DEFGRID3
* xyz 0 1
N 2.097 -0.566 2.418
C 1.162 0.271 1.909
O 0.830 1.175 2.675
C 0.504 0.085 0.621
C 0.969 -0.739 -0.329
C 0.091 -0.678 -1.546
C -0.826 0.512 -1.277
N -2.193 0.367 -1.905
C -0.777 0.680 0.299
H 2.377 -0.682 3.214
H 2.004 -1.262 1.978
H 1.625 -1.422 -0.533
H -0.387 -1.574 -1.902
H 0.736 -0.552 -2.376
H -0.427 1.437 -1.553
H -2.778 1.336 -1.785
H -2.886 -0.472 -1.342
H -0.685 1.838 0.585
H -1.435 0.247 0.848
*
```

Just the Mulliken charges please, in e? Sure, here they are: number 1, N, carries -0.32; number 2, C, carries 0.40; number 3, O, carries -0.63; number 4, C, carries 0.62; number 5, C, carries -0.73; number 6, C, carries -0.93; number 7, C, carries 0.02; number 8, N, carries -0.72; number 9, C, carries -0.90; number 10, H, carries 0.15; number 11, H, carries 0.10; number 12, H, carries 0.54; number 13, H, carries 0.40; number 14, H, carries 0.35; number 15, H, carries 0.41; number 16, H, carries 0.30; number 17, H, carries 0.29; number 18, H, carries 0.21; number 19, H, carries 0.44

=====

Entry 4:
The following is a quantum chemistry calculation of 2 unconnected molecules or ions with the total composition C4H12 at a distorted geometry, from the Open Molecules 2025 dataset.

Computed properties:
Structure (SMILES): CC.CC
LUMO level, eV: 1.1402
Highest occupied orbital energy, Eh: -0.4309
Energy above the lowest of the compared OMol25 structures with the same formula, charge and spin, kJ/mol: 29.0

ORCA input file:
```
! wB97M-V def2-TZVPD RIJCOSX def2/J DEFGRID3
* xyz 0 1
C -0.188 1.103 2.178
C 0.658 -0.163 1.937
H -0.261 1.315 3.245
H 0.173 2.036 1.738
H -1.172 0.979 1.721
H 0.011 -0.994 2.211
H 1.478 -0.199 2.653
H 1.048 -0.163 0.924
C 0.504 -0.400 -2.252
C -0.966 -0.577 -1.895
H 0.632 0.182 -3.172
H 1.185 0.134 -1.585
H 0.933 -1.394 -2.375
H -1.436 -1.238 -2.617
H -1.008 -0.939 -0.865
H -1.591 0.318 -1.845
*
```

Just the Mulliken charges please, in e? Sure, here they are: number 1, C, carries -0.88; number 2, C, carries -0.64; number 3, H, carries 0.30; number 4, H, carries 0.29; number 5, H, carries 0.26; number 6, H, carries 0.23; number 7, H, carries 0.36; number 8, H, carries 0.09; number 9, C, carries -0.84; number 10, C, carries -0.75; number 11, H, carries 0.30; number 12, H, carries 0.27; number 13, H, carries 0.25; number 14, H, carries 0.30; number 15, H, carries 0.19; number 16, H, carries 0.29

=====

Entry 5:
The following is a quantum chemistry calculation of 2 unconnected molecules or ions with the total composition C2H3BrFNO2 at a distorted geometry, from the Open Molecules 2025 dataset.

Computed properties:
Structure (SMILES): C=C(F)[N+](=O)[O-].Br
LUMO level, eV: -0.8401
Highest occupied orbital energy, Eh: -0.3995
Energy above the lowest of the compared OMol25 structures with the same formula, charge and spin, kJ/mol: 92.1

ORCA input file:
```
! wB97M-V def2-TZVPD RIJCOSX def2/J DEFGRID3
* xyz 0 1
C -1.174 -0.379 0.065
C -1.617 0.861 0.015
F -2.880 1.065 -0.230
N -0.777 1.991 0.195
O 0.353 1.750 0.493
O -1.224 3.046 0.041
H -1.711 -1.237 -0.231
H -0.056 -0.415 0.208
Br 3.482 0.557 -0.017
H 2.444 1.159 -0.764
*
```

Just the Mulliken charges please, in e? Sure, here they are: number 1, C, carries -0.59; number 2, C, carries 0.38; number 3, F, carries -0.22; number 4, N, carries 1.03; number 5, O, carries -0.60; number 6, O, carries -0.55; number 7, H, carries 0.33; number 8, H, carries 0.23; number 9, Br, carries -0.22; number 10, H, carries 0.21

=====

Entry 6:
The following is a quantum chemistry calculation of 7 unconnected molecules or ions with the total composition C3H22NO7 at a distorted geometry, from the Open Molecules 2025 dataset.

Computed properties:
LUMO level, eV: -2.5705
Highest occupied orbital energy, Eh: -0.5188
Energy above the lowest of the compared OMol25 structures with the same formula, charge and spin, kJ/mol: 219.2

ORCA input file:
```
! wB97M-V def2-TZVPD RIJCOSX def2/J DEFGRID3
* xyz 1 1
C 0.540 1.461 0.009
C 1.686 1.101 -1.026
C 2.583 2.326 -1.029
O 2.329 -0.019 -0.536
N -0.195 0.234 0.293
H 1.147 1.811 0.933
H 0.098 2.382 -0.200
H 1.530 0.770 -2.046
H 2.989 2.423 -2.024
H 3.467 2.363 -0.266
H 2.149 3.282 -0.978
H 3.326 0.098 -0.467
H 0.273 -0.298 1.147
H -0.369 -0.416 -0.453
H -1.161 0.591 0.585
H 0.141 -3.024 -3.042
H 1.521 -2.152 -3.033
O 0.651 -2.232 -2.478
H -0.882 -2.900 2.441
H -1.000 -2.051 1.125
O -1.106 -1.888 2.116
H -3.377 -2.118 -0.869
H -2.661 -0.869 -1.528
O -2.527 -1.554 -0.832
H -2.261 -0.007 2.571
H -2.459 1.556 2.756
O -1.828 0.921 2.452
H 1.253 -2.815 1.023
H 1.832 -1.551 0.477
O 1.249 -1.896 1.145
H -2.009 3.161 -0.813
H -2.402 2.646 0.588
O -2.347 2.436 -0.331
*
```

Just the Mulliken charges please, in e? Sure, here they are: number 1, C, carries -0.89; number 2, C, carries 0.38; number 3, C, carries -1.49; number 4, O, carries -0.48; number 5, N, carries 0.03; number 6, H, carries 0.29; number 7, H, carries 0.45; number 8, H, carries 0.29; number 9, H, carries 0.42; number 10, H, carries 0.34; number 11, H, carries 0.41; number 12, H, carries 0.23; number 13, H, carries 0.46; number 14, H, carries 0.18; number 15, H, carries 0.41; number 16, H, carries 0.32; number 17, H, carries 0.33; number 18, O, carries -0.63; number 19, H, carries 0.34; number 20, H, carries 0.26; number 21, O, carries -0.65; number 22, H, carries 0.28; number 23, H, carries 0.31; number 24, O, carries -0.60; number 25, H, carries 0.32; number 26, H, carries 0.30; number 27, O, carries -0.65; number 28, H, carries 0.33; number 29, H, carries 0.32; number 30, O, carries -0.60; number 31, H, carries 0.29; number 32, H, carries 0.31; number 33, O, carries -0.61

=====

Entry 7:
The following is a quantum chemistry calculation of 5 unconnected molecules or ions with the total composition C5H21NO4, from the Open Molecules 2025 dataset.

Computed properties:
⟨S²⟩: 0.75
LUMO level (spin up / spin down), eV: 3.0693 / 2.9949
Highest occupied orbital energy (spin up / spin down), Eh: 0.0144 / -0.2277

ORCA input file:
```
! wB97M-V def2-TZVPD RIJCOSX def2/J DEFGRID3
* xyz -1 2
C -0.146 -1.854 -2.203
N 0.053 -0.696 -1.341
C 0.339 -1.138 0.028
C -2.395 -0.254 -0.877
C -1.078 0.258 -1.455
C -0.704 1.585 -0.801
H -0.319 -1.507 -3.225
H 0.778 -2.440 -2.208
H -0.962 -2.511 -1.886
H 1.219 -1.782 -0.017
H -0.476 -1.690 0.514
H 0.562 -0.283 0.658
H -3.214 0.408 -1.177
H -2.356 -0.283 0.212
H -2.636 -1.252 -1.256
H -1.167 0.431 -2.531
H -1.430 2.368 -1.047
H -0.694 1.503 0.287
H 0.280 1.940 -1.122
H -0.128 1.722 3.199
H -0.569 0.310 2.797
O -0.023 1.076 2.494
H 1.899 1.264 1.642
H 2.691 1.240 0.334
O 2.802 1.315 1.296
H -2.019 -1.496 2.574
H -1.067 -1.795 3.772
O -1.556 -1.072 3.329
H 1.586 0.380 -1.566
H 3.072 0.224 -2.023
O 2.445 0.850 -1.653
*
```

Just the Mulliken charges please, in e? Sure, here they are: number 1, C, carries -1.34; number 2, N, carries 0.47; number 3, C, carries -1.17; number 4, C, carries -1.81; number 5, C, carries 0.59; number 6, C, carries -1.54; number 7, H, carries 0.31; number 8, H, carries 0.30; number 9, H, carries 0.42; number 10, H, carries 0.25; number 11, H, carries 0.58; number 12, H, carries -0.15; number 13, H, carries 0.39; number 14, H, carries 0.35; number 15, H, carries 0.43; number 16, H, carries 0.41; number 17, H, carries 0.46; number 18, H, carries 0.32; number 19, H, carries 0.31; number 20, H, carries 0.32; number 21, H, carries 0.10; number 22, O, carries -0.65; number 23, H, carries 0.32; number 24, H, carries 0.39; number 25, O, carries -0.78; number 26, H, carries 0.04; number 27, H, carries 0.56; number 28, O, carries -0.87; number 29, H, carries 0.45; number 30, H, carries 0.27; number 31, O, carries -0.74

=====

Entry 8:
The following is a quantum chemistry calculation of 2 unconnected molecules or ions with the total composition C7H16NS at a distorted geometry, from the Open Molecules 2025 dataset.

Computed properties:
LUMO level, eV: -4.7965
Highest occupied orbital energy, Eh: -0.4595
Energy above the lowest of the compared OMol25 structures with the same formula, charge and spin, kJ/mol: 309.3

ORCA input file:
```
! wB97M-V def2-TZVPD RIJCOSX def2/J DEFGRID3
* xyz 1 1
C -2.325 -2.060 1.001
C -2.211 -0.808 0.115
C -2.460 -1.147 -1.331
C 2.803 0.626 -0.701
C 1.255 2.578 0.137
C 1.796 0.285 0.367
C -1.820 0.355 0.645
N 1.080 1.454 0.736
S -1.734 2.020 -0.116
H -1.614 -2.811 0.783
H -1.904 -1.651 1.995
H -1.705 -0.686 -2.039
H -2.303 -2.194 -1.631
H -3.486 -0.847 -1.604
H 3.162 1.558 -0.377
H 3.465 -0.111 -1.048
H 2.336 0.940 -1.565
H 0.710 3.432 0.442
H 1.942 2.650 -0.668
H -3.239 -2.526 1.140
H 2.397 -0.100 1.253
H 1.099 -0.576 0.121
H -1.628 0.485 1.660
H 0.287 1.499 1.353
H -3.085 2.139 -0.534
*
```

Just the Mulliken charges please, in e? Sure, here they are: number 1, C, carries -1.28; number 2, C, carries 0.98; number 3, C, carries -1.26; number 4, C, carries -1.66; number 5, C, carries -0.49; number 6, C, carries 0.13; number 7, C, carries -0.90; number 8, N, carries 0.05; number 9, S, carries -0.24; number 10, H, carries 0.37; number 11, H, carries 0.29; number 12, H, carries 0.33; number 13, H, carries 0.37; number 14, H, carries 0.33; number 15, H, carries 0.40; number 16, H, carries 0.39; number 17, H, carries 0.51; number 18, H, carries 0.39; number 19, H, carries 0.39; number 20, H, carries 0.38; number 21, H, carries 0.31; number 22, H, carries 0.19; number 23, H, carries 0.48; number 24, H, carries 0.33; number 25, H, carries 0.21